Here is an isolated molecule of C3H6N2S at a distorted geometry from the Open Molecules 2025 dataset. Energies are from ωB97M-V/def2-TZVPD.

Each line ends with the Mulliken charge.
Geometry (Å):
C  -1.7800  -0.5668  0.0009  -0.482
C  -0.5908  -1.5714  -0.0007  -0.394
C  0.3090  -0.3487  -0.0137  0.121
H  -0.4145  2.1684  0.8176  0.251
H  -0.4024  2.2089  -0.8086  0.254
H  -2.3924  -0.5735  -0.8740  0.271
H  -2.4081  -0.5564  0.9038  0.254
H  -0.4663  -2.1918  0.9315  0.245
H  -0.5384  -2.1913  -0.9252  0.246
N  -0.8880  1.8421  -0.0003  -0.846
N  -0.7631  0.4646  0.0003  0.448
S  1.9094  -0.0056  0.0022  -0.368

Output
* HOMO level: -0.3103 Eh
* frontier orbital gap: 0.3429 Ha
* energy above the lowest of the compared OMol25 structures with the same formula, charge and spin: 1.817 eV
* structure (SMILES): NN1CCC1=S
* lowest unoccupied orbital energy: 0.89 eV
* max |F|: 1.2 eV/A



Here is an isolated molecule of C12H13NO2 at a distorted geometry from the Open Molecules 2025 dataset. Energies are from ωB97M-V/def2-TZVPD.

Each line ends with the Mulliken charge.
Geometry (Å):
C  3.7249  0.6524  -0.1000  -0.664
C  3.2953  -0.6711  0.2197  -0.665
C  2.7377  1.6066  -0.2834  -0.727
C  1.9740  -1.0561  0.2892  -0.625
C  1.3795  1.2393  -0.1721  0.230
C  0.9634  -0.1255  0.0380  -0.238
C  0.3890  2.3243  -0.0766  0.340
C  -1.1962  0.8654  -0.1201  -0.473
C  -0.5026  -0.4126  -0.0894  2.601
C  -0.7676  -1.2313  1.1793  -1.646
C  -0.7516  -1.3005  -1.2473  -1.610
C  -3.5036  0.2400  -0.0847  -0.883
N  -2.4467  1.2108  0.0052  0.606
O  0.3609  3.4767  0.1529  -0.430
O  -2.8023  2.4069  0.1266  -0.720
H  4.7349  0.9919  -0.0830  0.407
H  3.9093  -1.4584  0.6209  0.350
H  2.9585  2.6086  -0.4889  0.502
H  1.7844  -2.0368  0.4048  0.529
H  -1.7577  -1.6976  1.2166  0.442
H  -0.7960  -0.4677  2.0323  0.337
H  -0.0805  -2.0441  1.3006  0.384
H  -0.7133  -0.8867  -2.3139  0.281
H  -1.6521  -1.9024  -1.1134  0.388
H  0.0202  -2.1011  -1.2639  0.429
H  -4.4693  0.7255  -0.0510  0.308
H  -3.5123  -0.5202  -0.8853  0.246
H  -3.2804  -0.4365  0.7869  0.299

Output
* HOMO level (spin up / spin down): -0.2913 / -0.2913 Eh
* frontier orbital gap (spin up / spin down): 0.2816 / 0.2815 Ha
* energy above the lowest of the compared OMol25 structures with the same formula, charge and spin: 6.739 eV
* lowest unoccupied orbital energy (spin up / spin down): -0.27 / -0.27 eV
* max |F|: 4.1 eV/A



Here is a structure of composition C48H39N4O3S2TeW at a distorted geometry from the Open Molecules 2025 dataset. Energies are from ωB97M-V/def2-TZVPD.

Each line ends with the Mulliken charge.
Geometry (Å):
W  0.5953  -0.4853  0.5845  0.551
C  1.3409  2.8280  3.4354  -0.942
C  0.1911  3.6025  3.2945  -1.284
C  -0.7230  3.2892  2.3092  -0.623
C  -0.5090  2.1910  1.4672  0.012
C  0.5960  1.3748  1.6613  0.568
C  1.5293  1.7149  2.6357  -0.204
C  -1.3478  1.9023  0.2993  1.866
C  -2.3875  2.7801  -0.0638  -1.308
C  -3.0490  2.5874  -1.2276  -1.410
C  -2.7379  1.4751  -2.0326  1.489
C  -3.4242  1.2679  -3.2506  -0.778
C  -3.1814  0.1634  -4.0084  -1.087
C  -2.2661  -0.7934  -3.5325  -0.784
C  -1.5873  -0.6109  -2.3580  -0.053
C  -1.7584  0.5591  -1.5862  -0.759
N  -1.0231  0.8331  -0.4322  0.527
H  2.0808  3.0820  4.1837  0.481
H  0.0184  4.4509  3.9419  0.436
H  -1.6033  3.9073  2.2036  0.461
H  2.4166  1.1091  2.7647  0.365
H  -2.6115  3.6319  0.5568  0.463
H  -3.8153  3.2801  -1.5535  0.498
H  -4.1508  2.0092  -3.5590  0.474
H  -3.7055  0.0027  -4.9403  0.448
H  -2.1003  -1.7062  -4.0914  0.537
H  -0.9636  -1.4081  -2.0059  0.186
C  1.4873  2.7033  -1.0040  -1.690
N  1.8275  1.3145  -0.6219  0.675
C  3.0999  1.1034  -0.5409  -0.555
C  3.5943  0.0087  0.1847  -0.231
C  4.8748  -0.4533  0.4133  -0.958
C  4.7510  -1.4954  1.3461  -1.550
C  3.4061  -1.6088  1.6490  -0.934
N  2.6823  -0.6839  0.9583  2.146
C  0.7000  2.9233  -2.2690  0.750
C  0.8827  2.1022  -3.3686  -0.601
C  0.2375  2.3616  -4.5684  -0.452
C  -0.5837  3.4750  -4.6810  -0.638
C  -0.7469  4.3218  -3.5923  -0.820
C  -0.1102  4.0453  -2.3906  -0.486
H  2.4326  3.2395  -1.1268  0.918
H  0.9897  3.1697  -0.1566  0.131
H  3.8068  1.8087  -0.9747  0.525
H  5.7765  -0.0719  -0.0378  0.600
H  5.5411  -2.0918  1.7698  0.500
H  2.9334  -2.2862  2.3384  0.780
H  1.5612  1.2690  -3.2746  0.896
H  0.3848  1.7062  -5.4178  0.472
H  -1.0798  3.6924  -5.6175  0.452
H  -1.3734  5.2001  -3.6794  0.431
H  -0.2444  4.7065  -1.5410  0.443
C  0.6181  -3.4561  -2.5027  -1.156
Te  1.6054  -1.6817  -1.8571  0.469
C  1.3697  -1.0466  -3.9006  -0.464
C  0.7451  -2.1877  -4.6519  0.362
C  0.4947  -2.0750  -6.0197  -0.707
C  -0.1115  -3.1109  -6.7057  -0.725
C  -0.4775  -4.2713  -6.0291  -0.705
C  -0.2341  -4.3856  -4.6728  -0.645
C  0.3809  -3.3429  -3.9779  0.676
H  -0.3044  -3.5907  -1.9435  0.366
H  1.2923  -4.2687  -2.2390  0.707
H  2.3683  -0.8070  -4.2661  0.978
H  0.7436  -0.1638  -3.9757  -0.597
H  0.7764  -1.1697  -6.5444  0.456
H  -0.2988  -3.0185  -7.7671  0.445
H  -0.9510  -5.0846  -6.5622  0.426
H  -0.5236  -5.2839  -4.1420  0.481
N  0.2275  -0.8433  2.3817  0.074
C  -0.2159  -0.8636  3.5707  -0.030
C  -1.4971  -0.1895  3.8731  1.161
C  -2.4859  -0.0456  2.8993  0.069
C  -3.6306  0.6789  3.1775  -0.803
C  -3.7893  1.2828  4.4198  -0.652
C  -2.8021  1.1559  5.3864  -0.960
C  -1.6607  0.4163  5.1194  -0.574
C  0.5470  -1.5331  4.6485  0.097
C  1.9350  -1.4262  4.7147  -0.068
C  2.6371  -2.0871  5.7081  -1.199
C  1.9571  -2.8739  6.6291  -0.451
C  0.5759  -2.9925  6.5603  -0.955
C  -0.1320  -2.3168  5.5800  -0.209
H  -2.3684  -0.5275  1.9390  0.441
H  -4.4047  0.7687  2.4268  0.524
H  -4.6876  1.8458  4.6368  0.434
H  -2.9205  1.6304  6.3511  0.454
H  -0.8856  0.3305  5.8691  0.540
H  2.4555  -0.8081  3.9986  0.727
H  3.7131  -1.9902  5.7649  0.434
H  2.5052  -3.3948  7.4027  0.432
H  0.0483  -3.6136  7.2713  0.424
H  -1.2073  -2.4190  5.5157  0.553
O  -1.5171  -3.1226  2.0427  -0.582
S  -0.9812  -3.0571  0.7189  1.092
O  -1.6013  -3.8454  -0.2986  -0.726
O  -1.0139  -1.5419  0.2352  -0.487
S  1.0510  -3.1708  0.7218  -0.064

Output
* HOMO level: -0.3967 Eh
* total charge: +1
* frontier orbital gap: 0.2473 Ha
* energy above the lowest of the compared OMol25 structures with the same formula, charge and spin: 0.522 eV
* lowest unoccupied orbital energy: -4.07 eV
* max |F|: 1.5 eV/A



Here is a cluster of 2 separate species, C4H9N3O3 in total at a distorted geometry from the Open Molecules 2025 dataset. Energies are from ωB97M-V/def2-TZVPD.

Each line ends with the Mulliken charge.
Geometry (Å):
C  -0.0839  0.5195  0.3491  0.926
C  -1.7278  -0.6884  -1.1224  -1.021
C  -0.9865  -1.4942  1.1680  -0.982
C  1.0844  2.2960  -0.5697  -0.690
N  1.3571  -1.0735  -0.2299  -0.401
N  -1.0348  -0.4551  0.1518  0.013
N  2.2371  -0.8161  0.4134  0.929
O  0.2736  0.8557  1.4687  -0.626
O  3.2180  -0.6708  1.0222  -0.568
O  0.0402  1.3238  -0.7957  -0.368
H  -1.2828  -0.0282  -1.8144  0.382
H  -1.4912  -1.6806  -1.5306  0.341
H  -2.8070  -0.4647  -1.0731  0.298
H  -1.9876  -1.9944  1.2121  0.345
H  -0.1965  -2.2339  0.8221  0.304
H  -0.5730  -0.9685  2.0219  0.304
H  2.1199  1.8530  -0.8889  0.203
H  1.1099  2.5128  0.4914  0.356
H  0.7309  3.2076  -1.0962  0.255

Output
* HOMO level: -0.3367 Eh
* frontier orbital gap: 0.3685 Ha
* energy above the lowest of the compared OMol25 structures with the same formula, charge and spin: 3.911 eV
* structure (SMILES): COC(=O)N(C)C.N#[N+][O-]
* lowest unoccupied orbital energy: 0.87 eV
* max |F|: 4.5 eV/A



Here is an isolated molecule of C6H11N5 at a distorted geometry from the Open Molecules 2025 dataset. Energies are from ωB97M-V/def2-TZVPD.

Each line ends with the Mulliken charge.
Geometry (Å):
C  1.7418  -1.4016  0.9226  -0.289
C  -0.4230  -0.0969  -1.5325  -0.669
C  1.1236  -0.1290  -1.2585  -1.210
C  -0.6918  -0.7602  -0.1344  -0.098
C  0.7675  -0.2556  0.2195  1.466
C  -1.8044  -0.0088  0.6162  -1.449
N  2.1171  -2.5014  0.2575  -0.229
N  2.1682  -1.4233  2.1743  0.114
N  2.8403  -3.1759  1.1661  -0.356
N  2.9117  -2.5856  2.2764  -0.383
N  0.9961  0.9252  1.0524  -0.793
H  -0.6577  0.8822  -1.6906  0.312
H  -0.7402  -0.7943  -2.3834  0.308
H  1.4724  -0.9873  -1.5868  0.520
H  1.5694  0.7881  -1.5152  0.347
H  -0.6082  -1.7771  0.0074  0.529
H  -1.9683  1.0694  0.4983  0.330
H  -1.7244  -0.1920  1.8057  0.252
H  -2.6714  -0.4932  0.2561  0.499
H  1.8688  1.3917  0.8517  0.250
H  2.1369  -0.6068  2.7968  0.295
H  0.3360  1.6659  0.9207  0.254

Output
* HOMO level: -0.3607 Eh
* frontier orbital gap: 0.3868 Ha
* energy above the lowest of the compared OMol25 structures with the same formula, charge and spin: 3.419 eV
* structure (SMILES): C[C@H]1CC[C@]1(N)c1nnn[nH]1
* lowest unoccupied orbital energy: 0.71 eV
* max |F|: 6.6 eV/A



Here is a structure of composition C3H3OS at a distorted geometry from the Open Molecules 2025 dataset. Energies are from ωB97M-V/def2-TZVPD.

Each line ends with the Mulliken charge.
Geometry (Å):
C  0.3293  0.6980  -0.9345  -0.984
C  -1.1733  -0.4491  2.0973  0.210
C  0.9344  -0.4782  -1.1186  0.812
O  1.3426  -1.5589  -1.1952  -0.201
S  -1.2962  0.1041  0.7063  0.097
H  -0.6762  0.9618  -1.2306  0.398
H  -0.5338  -0.7972  2.8618  0.368
H  1.0732  1.5195  -1.1866  0.300

Output
* HOMO level: -0.5402 Eh
* total charge: +1
* frontier orbital gap: 0.3022 Ha
* energy above the lowest of the compared OMol25 structures with the same formula, charge and spin: 2.828 eV
* lowest unoccupied orbital energy: -6.48 eV
* max |F|: 3.0 eV/A



- Look up the energy above the lowest of the compared OMol25 structures with the same formula, charge and spin of the sixth one.
  2.828 eV



- Which of these has the lowest energy above the lowest of the compared OMol25 structures with the same formula, charge and spin?
  C48H39N4O3S2TeW



What did the sixth record say?
Here is a structure of composition C3H3OS at a distorted geometry from the Open Molecules 2025 dataset. Energies are from ωB97M-V/def2-TZVPD.

Each line ends with the Mulliken charge.
Geometry (Å):
C  0.3293  0.6980  -0.9345  -0.984
C  -1.1733  -0.4491  2.0973  0.210
C  0.9344  -0.4782  -1.1186  0.812
O  1.3426  -1.5589  -1.1952  -0.201
S  -1.2962  0.1041  0.7063  0.097
H  -0.6762  0.9618  -1.2306  0.398
H  -0.5338  -0.7972  2.8618  0.368
H  1.0732  1.5195  -1.1866  0.300

Output
* HOMO level: -0.5402 Eh
* total charge: +1
* frontier orbital gap: 0.3022 Ha
* energy above the lowest of the compared OMol25 structures with the same formula, charge and spin: 2.828 eV
* lowest unoccupied orbital energy: -6.48 eV
* max |F|: 3.0 eV/A



- Which formula does entry 6 have?
  C3H3OS